Entry 1:
Below is 2 unconnected molecules or ions with the total composition C5H10BrP in a non-equilibrium geometry, with properties calculated with ωB97M-V/def2-TZVPD.

Output
**HOMO level (alpha / beta)**: -0.27974 / -0.30722 Eh
**Frontier orbital gap (alpha / beta)**: 6.9 / 8.0 eV
**LUMO level (alpha / beta)**: -0.68 / -0.38 eV
**Energy above the lowest of the compared OMol25 structures with the same formula, charge and spin**: 326.4 kJ/mol
**Energy**: -3111.7220 Ha
**Spin multiplicity**: 1

The geometry in XYZ format:
```
17
Properties=species:S:1:pos:R:3:forces:R:3
C 3.0173 -1.7102 0.4409 0.3 1.8 0.3
C 2.7104 -0.3146 0.3443 1.8 -0.6 -0.4
C -1.9220 -0.6826 -0.7033 -3.0 -1.7 0.7
C -3.3843 1.3635 0.3072 -2.8 0.1 0.6
C 3.5563 0.6179 -0.2347 0.7 -0.8 -0.6
P -2.4279 -0.0580 0.9869 0.1 -0.3 -0.7
Br 1.2048 0.4414 1.1951 -0.5 -0.3 0.1
H 4.0901 -2.0156 0.2251 -1.8 0.2 0.1
H 2.2924 -2.3036 0.9988 0.6 -0.3 -0.3
H -1.5912 -1.7072 -0.9115 0.5 0.4 0.7
H -1.3076 0.0695 -1.0597 1.3 1.2 -1.3
H -2.9299 -0.6833 -1.1950 0.9 0.4 -0.1
H -3.4598 2.0827 1.1410 0.0 0.0 -0.5
H -4.5032 1.1311 0.0266 1.8 -0.2 0.9
H -3.1418 1.8825 -0.6057 1.1 0.1 -0.3
H 4.4754 0.1841 -0.7807 -1.5 1.1 0.9
H 3.3208 1.7024 -0.1752 0.5 -1.0 -0.3
```
Positions in Å, forces in eV/Å.

---

Entry 2:
Below is a single C5H10Cl2 molecule in a non-equilibrium geometry, with properties calculated with ωB97M-V/def2-TZVPD.

Output
**HOMO level**: -0.39139 Eh
**Frontier orbital gap**: 11.5 eV
**LUMO level**: 0.86 eV
**Energy above the lowest of the compared OMol25 structures with the same formula, charge and spin**: 0.0 kJ/mol
**Energy**: -1116.9039 Ha
**Structure (SMILES)**: CC(C)C(C)(Cl)Cl
**Spin multiplicity**: 1

The geometry in XYZ format:
```
17
Properties=species:S:1:pos:R:3:forces:R:3
C 0.7012 0.1435 1.3844 -0.2 -1.0 0.5
C 0.0105 0.6343 0.1282 -1.9 -0.9 0.5
C -1.3122 1.3096 0.5995 0.4 0.4 -1.1
C -0.2671 -0.5402 -0.8941 1.4 0.5 0.5
C 1.0103 -1.3266 -1.3046 -1.2 -0.7 0.2
Cl -0.9747 0.1713 -2.3477 -0.1 0.3 -0.6
Cl -1.4660 -1.7088 -0.2736 0.1 -0.1 0.3
H 1.7082 -0.1777 1.1710 0.4 -0.2 0.0
H 0.1668 -0.7135 1.8896 0.4 0.9 -0.7
H 0.7534 0.9580 2.0998 0.1 0.1 0.1
H 0.6253 1.3790 -0.3575 0.2 0.0 -0.4
H -1.0504 2.1671 1.2197 0.0 0.0 0.1
H -1.8974 0.6197 1.1877 -0.2 -0.2 0.2
H -1.9372 1.6926 -0.2314 0.4 -0.3 0.4
H 1.4739 -1.8565 -0.4626 -0.4 0.1 -0.1
H 0.7021 -2.0564 -2.0748 0.2 0.2 0.4
H 1.7532 -0.6954 -1.7340 0.4 0.8 -0.3
```
Positions in Å, forces in eV/Å.

---

Entry 3:
Below is a molecular structure, C5H10Cl2Si in a non-equilibrium geometry, with properties calculated with ωB97M-V/def2-TZVPD.

Output
**HOMO level**: -0.35900 Eh
**Frontier orbital gap**: 10.5 eV
**LUMO level**: 0.75 eV
**Energy above the lowest of the compared OMol25 structures with the same formula, charge and spin**: 545.3 kJ/mol
**Energy**: -1406.3139 Ha
**Spin multiplicity**: 1

The geometry in XYZ format:
```
18
Properties=species:S:1:pos:R:3:forces:R:3
C 2.3507 0.7736 -0.3030 0.4 -2.0 -1.5
C 1.1548 0.4543 -0.8931 0.8 1.9 2.8
C 1.1225 -0.5689 -1.9740 0.1 -0.6 0.4
C -0.9754 -0.0121 1.4946 1.8 1.3 -2.1
C -2.1755 -0.7948 1.2714 -2.6 -0.4 1.6
Si -0.3688 1.1872 -0.0641 -1.3 -1.0 0.7
Cl -2.0900 -1.7236 -0.1413 0.2 -0.8 -2.6
Cl -2.4422 -2.1553 2.5417 0.1 1.0 0.3
H 2.6121 1.4505 0.5381 -0.7 -0.4 -0.8
H 3.2233 0.1226 -0.7342 -1.1 1.5 1.0
H 1.5015 -0.0491 -2.8648 -0.9 -0.5 -0.3
H 0.1521 -1.1952 -2.0301 1.8 1.2 -0.3
H 1.9866 -1.1608 -1.6536 -0.4 -0.8 -0.6
H -0.1015 -0.6096 1.6702 0.4 -0.9 -0.3
H -0.9637 0.5841 2.3551 -0.7 1.2 1.3
H -3.1741 -0.2441 1.2530 1.6 -0.5 0.2
H -1.4323 1.4506 -1.0626 -0.1 -0.4 0.0
H -0.3801 2.4906 0.5967 0.8 0.3 0.2
```
Positions in Å, forces in eV/Å.

---

Entry 4:
Below is a single C5H10ClN molecule in a non-equilibrium geometry, with properties calculated with ωB97M-V/def2-TZVPD.

Output
**HOMO level (alpha / beta)**: -0.30548 / -0.30538 Eh
**Frontier orbital gap (alpha / beta)**: 9.1 / 9.1 eV
**LUMO level (alpha / beta)**: 0.78 / 0.78 eV
**Energy above the lowest of the compared OMol25 structures with the same formula, charge and spin**: 351.4 kJ/mol
**Energy**: -711.3216 Ha
**Spin multiplicity**: 1

The geometry in XYZ format:
```
17
Properties=species:S:1:pos:R:3:forces:R:3
C 0.0569 -0.0935 1.7301 0.7 0.7 -1.6
C -0.1983 -0.2815 0.1647 2.3 -1.1 0.6
C 0.7270 1.3361 1.6045 -1.7 -2.8 -3.6
C -1.5242 -0.5371 -0.3892 -0.2 -0.9 -3.0
C 1.0721 1.2732 -1.2862 1.7 1.6 -0.2
N 0.0548 1.0761 -0.3495 1.8 1.4 5.9
Cl -0.1612 2.5380 2.3406 -0.5 1.4 0.7
H -0.8152 -0.0150 2.3749 -0.2 -0.1 -0.2
H 0.7249 -0.8637 2.1387 -0.1 0.3 -0.1
H 0.5376 -1.0705 -0.2075 -0.5 1.0 0.3
H 1.8003 1.4292 1.6797 0.1 0.1 -0.2
H -2.1482 0.0697 0.1444 -2.2 1.4 1.3
H -1.8980 -1.5536 -0.4371 0.1 -0.2 0.1
H -1.5146 -0.0605 -1.4471 -0.1 -1.1 1.5
H 1.3691 2.3516 -1.3573 -0.7 -0.6 0.0
H 2.0552 0.7884 -1.2320 -0.2 -0.7 0.5
H 0.6143 1.0021 -2.1872 -0.3 -0.4 -2.1
```
Positions in Å, forces in eV/Å.

---

Entry 5:
Below is a molecular structure, C5H10ClN5O in a non-equilibrium geometry, with properties calculated with ωB97M-V/def2-TZVPD.

Output
**HOMO level**: -0.61249 Eh
**Frontier orbital gap**: 8.9 eV
**LUMO level**: -7.82 eV
**Energy above the lowest of the compared OMol25 structures with the same formula, charge and spin**: 241.2 kJ/mol
**Energy**: -1005.0679 Ha
**Spin multiplicity**: 1
**Net charge**: +2

The geometry in XYZ format:
```
22
Properties=species:S:1:pos:R:3:forces:R:3
C 0.3831 -0.1384 0.2217 -0.6 1.7 -1.6
C -1.1021 1.7792 0.5874 -0.2 -0.4 0.2
C -3.4507 -0.5619 -1.3586 2.4 -0.2 3.0
C -2.0600 -0.3830 0.1242 -2.2 0.1 -1.1
C 1.9229 -1.8984 -0.3816 0.6 -2.1 -0.9
N 0.1181 1.1842 0.4911 1.4 0.3 0.4
N -0.7196 -0.7985 -0.2382 1.1 -2.0 1.7
N -2.1868 1.0910 0.2867 4.0 -3.3 -0.4
N -1.1197 3.0191 0.9579 -0.7 0.7 0.1
N 1.6391 -0.5149 0.1065 -0.7 -2.1 0.2
O -3.0143 -0.5336 -2.4146 -0.5 0.0 -0.8
Cl -2.5784 -1.2931 1.6152 0.2 0.8 -0.7
H -4.3546 -0.6080 -0.7317 -0.3 -0.1 -0.8
H 3.0027 -2.0626 -0.7315 -1.6 1.2 -0.1
H 1.1402 -2.1188 -1.2166 1.8 0.2 1.4
H 1.9713 -2.7673 0.3780 -1.0 1.8 -0.5
H 0.9268 1.8050 0.4863 -0.3 -0.1 0.2
H -0.6155 -1.8189 0.0101 -0.4 1.1 -1.0
H -3.0963 1.3402 0.4294 -2.7 1.6 0.7
H -0.3273 3.4956 1.3306 0.5 0.3 0.1
H -2.0034 3.4865 1.0339 -0.3 0.4 0.1
H 2.4336 0.0467 0.3956 -0.3 0.2 0.1
```
Positions in Å, forces in eV/Å.

---

Entry 6:
Below is 2 unconnected molecules or ions with the total composition C5H10ClNO5S2 in a non-equilibrium geometry, with properties calculated with ωB97M-V/def2-TZVPD.

Output
**HOMO level (alpha / beta)**: -0.35531 / -0.35533 Eh
**Frontier orbital gap (alpha / beta)**: 8.3 / 8.3 eV
**LUMO level (alpha / beta)**: -1.41 / -1.42 eV
**Energy**: -1883.8820 Ha
**Spin multiplicity**: 1

The geometry in XYZ format:
```
24
Properties=species:S:1:pos:R:3:forces:R:3
C 0.8125 1.9385 -0.0478 -0.1 1.1 1.2
C -2.5244 -1.7624 0.7670 -2.6 0.1 0.4
C 3.4871 -0.3340 0.1328 0.2 -2.4 1.6
C -1.0194 -0.3434 -1.0984 0.2 0.5 5.2
C 0.5584 0.5755 0.4524 -1.7 -3.0 -1.4
N -0.2053 2.8110 0.1157 -2.6 -2.4 0.3
O 1.9560 2.1723 -0.3264 1.2 0.8 -1.0
O -2.5536 0.9716 0.5355 0.0 0.3 1.1
O -3.6294 -0.3736 -1.2009 0.7 -0.3 0.8
O 1.6514 -0.5254 -1.6684 -0.1 0.3 1.2
O 1.3627 -1.9496 0.2712 -0.6 -1.5 1.6
S -2.5619 -0.2482 -0.2160 -1.3 0.1 -2.6
S 1.7279 -0.6758 -0.2142 1.4 1.8 -3.3
Cl 0.1308 0.4006 2.1284 0.2 0.0 -0.6
H -2.7536 -2.6239 0.1593 0.2 0.1 -1.0
H -1.5212 -1.8622 1.0701 1.0 -0.1 1.3
H -3.4193 -1.8738 1.5151 2.1 1.1 -0.9
H 4.0165 -1.2165 -0.4680 -1.2 2.0 1.3
H 3.7462 0.6669 -0.2250 -0.1 -0.4 0.2
H 3.6315 -0.5360 1.2920 0.0 0.7 -2.4
H -0.7272 -1.3257 -0.9578 1.0 -1.9 -0.5
H -0.7361 0.1793 -1.9298 0.1 1.3 -2.0
H -1.1133 2.2553 0.2764 1.4 1.5 -0.2
H -0.3163 3.6797 -0.3632 0.5 0.4 -0.2
```
Positions in Å, forces in eV/Å.

---

Entry 7:
Below is a molecular structure, C5H10CoO5 in a non-equilibrium geometry, with properties calculated with ωB97M-V/def2-TZVPD.

Output
**HOMO level (alpha / beta)**: -0.58029 / -0.66193 Eh
**Frontier orbital gap (alpha / beta)**: 5.5 / 5.8 eV
**LUMO level (alpha / beta)**: -10.25 / -12.17 eV
**Energy above the lowest of the compared OMol25 structures with the same formula, charge and spin**: 279.4 kJ/mol
**<S²>**: 8.758
**Energy**: -1954.5174 Ha
**Spin multiplicity**: 6
**Net charge**: +2

The geometry in XYZ format:
```
21
Properties=species:S:1:pos:R:3:forces:R:3
C -0.6876 0.1026 0.7585 1.9 -0.5 5.1
C -1.5942 -0.9752 0.2848 -0.1 -1.7 -1.1
O -1.7742 -0.8531 -1.1582 -0.4 -0.2 -0.4
C -2.5748 -1.6998 -1.7475 2.0 3.3 2.0
O -3.1268 -2.6562 -1.1193 0.5 -0.1 0.8
O -2.9047 -1.4850 -2.9555 0.5 -0.1 0.0
O 0.1571 -0.3343 1.7453 -3.6 -0.6 -3.9
Co -3.9570 -3.0117 -2.7103 -2.7 -2.4 -2.4
H -1.1834 1.0570 0.9764 0.7 0.5 -0.9
H -2.5752 -0.8834 0.7661 0.2 0.3 0.2
H -1.2121 -1.9838 0.4860 0.2 0.4 0.2
H 0.9737 0.2114 1.7758 1.4 1.5 0.9
H 0.5194 0.9627 -0.1113 2.2 0.6 -1.3
C 1.7439 1.6067 -0.5106 -2.0 0.1 0.7
C 2.8149 1.3347 0.5049 0.7 -0.8 -0.1
O 2.2049 1.1018 1.7736 -0.4 0.1 0.0
H 2.0294 1.3292 -1.5298 -0.5 -0.2 0.3
H 1.3568 2.6299 -0.4474 -0.1 -0.3 -0.1
H 3.5010 2.1962 0.5832 -0.3 -0.2 -0.3
H 3.4106 0.4557 0.2074 -0.2 0.3 0.1
H 2.8782 0.8946 2.4279 0.2 0.0 0.2
```
Positions in Å, forces in eV/Å.